Density functional theory data (ωB97M-V with the def2-TZVPD basis set) for 2 unconnected molecules or ions with the total composition C29H41.

Results
Kohn-Sham gap (Eh): 0.20223
Charge: +1
Calculated total energy (hartree): -1129.37076
Energy above the lowest of the compared OMol25 structures with the same formula, charge and spin (kcal per mole): 0.0

XYZ file:
```
70
C29H41 (ωB97M-V with the def2-TZVPD basis set)
C -0.851 -4.634 0.596
C 0.646 -4.611 0.624
C 1.309 -3.438 0.676
C 2.802 -3.341 0.726
C 3.510 -4.644 0.306
C 2.846 -5.870 0.926
C 1.356 -5.942 0.562
H -1.240 -5.656 0.512
H -1.277 -4.187 1.505
H -1.234 -4.055 -0.255
H 0.763 -2.490 0.735
H 3.154 -2.516 0.090
H 3.141 -3.100 1.748
H 3.476 -4.736 -0.787
H 4.563 -4.613 0.604
H 3.353 -6.782 0.592
H 2.942 -5.826 2.019
H 0.853 -6.677 1.210
H 1.269 -6.354 -0.460
C -5.027 4.903 0.884
C -4.102 3.730 1.028
C -2.862 3.874 1.654
C -1.972 2.811 1.800
C -0.683 3.150 2.508
C -2.325 1.539 1.298
C -1.398 0.328 1.437
C -1.193 -0.078 2.901
C -0.040 0.503 0.714
C -0.094 0.711 -0.737
C 0.963 1.132 -1.556
C 0.697 1.442 -2.946
C -0.697 1.386 -3.498
C 1.733 1.787 -3.797
C 3.056 1.894 -3.350
C 4.157 2.261 -4.298
C 3.315 1.654 -1.998
C 2.329 1.288 -1.095
C 2.764 1.080 0.323
C -3.584 1.377 0.682
C -4.025 0.035 0.148
C -4.447 2.463 0.551
H -5.948 4.597 0.376
H -5.298 5.329 1.859
H -4.565 5.712 0.301
H -2.580 4.854 2.049
H -0.027 2.304 2.721
H -0.101 3.887 1.929
H -0.900 3.632 3.476
H -1.882 -0.529 0.952
H -2.167 -0.294 3.356
H -0.577 -0.986 2.963
H -0.709 0.709 3.492
H 0.469 1.354 1.172
H 0.551 -0.407 0.910
H -1.086 0.630 -1.188
H -0.675 1.673 -4.557
H -1.126 0.378 -3.435
H -1.377 2.075 -2.981
H 1.518 1.984 -4.850
H 5.113 2.290 -3.765
H 4.241 1.536 -5.118
H 3.986 3.245 -4.754
H 4.345 1.757 -1.642
H 3.858 1.153 0.373
H 2.378 1.855 1.002
H 2.498 0.089 0.714
H -5.027 0.131 -0.287
H -3.361 -0.342 -0.646
H -4.079 -0.732 0.935
H -5.416 2.313 0.066
```

Atomic partial charges in e from the natural (NBO) method, atoms 1 to 6: -0.649, 0.046, -0.217, -0.434, -0.390, -0.393


Density functional theory data (ωB97M-V with the def2-TZVPD basis set) for a molecular structure, C29H41AsNRuSSi.

Results
Kohn-Sham gap (spin up / spin down) (Eh): 0.28146 / 0.25805
Charge: +2
Calculated total energy (hartree): -4202.20718
2S+1: 2
Energy above the lowest of the compared OMol25 structures with the same formula, charge and spin (kcal per mole): 0.0

XYZ file:
```
75
C29H41AsNRuSSi (ωB97M-V with the def2-TZVPD basis set)
Ru 0.366 -0.974 0.380
C 0.314 -4.553 2.393
C 1.426 -3.659 1.922
C 2.476 -3.302 2.758
C 3.539 -2.522 2.307
C 3.567 -2.060 1.004
C 2.523 -2.400 0.144
C 1.470 -3.212 0.589
H 0.294 -5.477 1.813
H -0.661 -4.075 2.276
H 0.435 -4.815 3.441
H 2.481 -3.662 3.780
H 4.357 -2.306 2.984
H 4.412 -1.501 0.624
H 2.639 -2.189 -0.912
H 0.745 -3.604 -0.118
C 1.090 0.706 -0.496
Si -0.240 1.074 -1.790
C -1.688 1.108 -0.563
N -1.540 -0.040 0.397
C -2.247 -1.288 -0.065
C -3.578 -1.562 0.633
C -4.375 -0.272 0.770
C -3.586 0.729 1.630
C -2.106 0.358 1.727
C -0.108 2.622 -2.778
C 0.159 2.575 -4.148
C 0.266 3.743 -4.889
C 0.113 4.974 -4.267
C -0.149 5.040 -2.904
C -0.258 3.872 -2.168
C -0.512 -0.496 -2.759
C -1.517 -0.647 -3.716
C -1.866 -1.906 -4.181
C -1.224 -3.043 -3.696
C -0.215 -2.918 -2.755
C 0.128 -1.648 -2.299
H 1.116 1.548 0.203
H 2.100 0.511 -0.868
H -2.670 1.084 -1.038
H -1.644 2.033 0.017
H -1.583 -2.158 0.119
H -2.377 -1.219 -1.143
H -3.414 -2.008 1.616
H -4.112 -2.304 0.039
H -5.348 -0.478 1.212
H -4.573 0.142 -0.221
H -3.969 0.749 2.651
H -3.698 1.741 1.242
H -1.958 -0.477 2.410
H -1.513 1.187 2.105
H 0.286 1.621 -4.648
H 0.470 3.693 -5.950
H 0.195 5.885 -4.845
H -0.272 6.001 -2.421
H -0.472 3.944 -1.105
H -2.040 0.223 -4.098
H -2.642 -2.009 -4.927
H -1.499 -4.020 -4.072
H 0.317 -3.798 -2.414
H 1.017 -1.536 -1.671
C 3.571 1.684 1.693
As 1.967 1.501 2.744
C 0.934 3.103 2.489
C 2.478 1.424 4.590
S 0.835 -0.336 2.561
H 4.302 2.224 2.294
H 3.366 2.245 0.785
H 3.948 0.698 1.441
H 1.504 3.946 2.881
H -0.004 3.009 3.033
H 0.738 3.263 1.430
H 2.963 2.357 4.873
H 3.162 0.589 4.726
H 1.589 1.270 5.199
```

Atomic partial charges in e from the Mulliken method, atoms 1 to 6: -0.336, -1.462, 0.624, -0.702, -0.655, -1.094


Density functional theory data (ωB97M-V with the def2-TZVPD basis set) for a molecular structure, C29H41BN6S4SbTc.

Results
Kohn-Sham gap (spin up / spin down) (Eh): 0.23066 / 0.22573
Charge: +3
Calculated total energy (hartree): -3395.93180
2S+1: 2
Energy above the lowest of the compared OMol25 structures with the same formula, charge and spin (kcal per mole): 13.5

XYZ file:
```
83
C29H41BN6S4SbTc (ωB97M-V with the def2-TZVPD basis set)
Tc -0.643 1.059 0.158
C -2.382 -3.976 -1.507
N -1.706 -2.708 -1.800
C -0.988 -2.555 -3.069
C -1.657 -1.703 -0.927
N -1.093 -0.549 -1.144
N -2.279 -1.937 0.308
C -2.335 -1.112 1.380
N -2.985 -1.539 2.454
N -1.758 0.095 1.411
H -3.424 -3.817 -1.223
H -1.852 -4.549 -0.743
H -2.400 -4.572 -2.413
H 0.070 -2.350 -2.895
H -1.425 -1.754 -3.669
H -1.066 -3.479 -3.629
H -0.642 -0.473 -2.049
H -2.705 -2.845 0.420
H -3.473 -2.422 2.475
H -3.074 -0.948 3.276
H -1.955 0.573 2.288
C -0.188 4.595 -1.632
C -1.496 4.212 -0.942
S -1.917 2.455 -1.077
C -2.190 2.110 -2.841
C -0.994 2.088 -3.786
S 0.255 0.895 -3.271
C 1.830 1.766 -3.419
C 1.941 3.180 -2.846
S 1.178 3.471 -1.223
H 0.063 5.607 -1.312
H -0.314 4.628 -2.710
H -2.352 4.769 -1.325
H -1.441 4.373 0.134
H -2.935 2.845 -3.152
H -2.680 1.136 -2.827
H -0.546 3.068 -3.911
H -1.383 1.799 -4.764
H 2.114 1.798 -4.471
H 2.526 1.087 -2.923
H 1.560 3.929 -3.539
H 3.003 3.393 -2.722
B 3.617 -0.514 -0.425
C 2.250 0.103 -0.155
N 1.187 0.555 0.044
H 4.433 0.115 0.187
H 3.504 -1.670 -0.094
H 3.745 -0.426 -1.627
S -0.302 2.751 1.743
Sb 0.321 1.744 3.813
C 1.608 0.131 3.516
C 2.965 0.378 3.320
C 3.828 -0.691 3.130
C 3.340 -1.990 3.136
C 1.985 -2.231 3.325
C 1.111 -1.171 3.513
C -1.500 0.973 4.554
C -1.488 -0.127 5.411
C -2.688 -0.632 5.896
C -3.893 -0.037 5.537
C -3.904 1.073 4.699
C -2.707 1.583 4.207
C 1.150 3.208 5.033
C 2.239 2.879 5.836
C 2.753 3.848 6.686
C 2.184 5.112 6.726
C 1.094 5.426 5.922
C 0.567 4.472 5.066
H 3.355 1.389 3.307
H 4.881 -0.508 2.970
H 4.020 -2.818 2.993
H 1.615 -3.248 3.344
H 0.058 -1.367 3.689
H -0.556 -0.596 5.705
H -2.681 -1.480 6.567
H -4.824 -0.422 5.934
H -4.840 1.557 4.451
H -2.719 2.468 3.578
H 2.681 1.890 5.817
H 3.598 3.611 7.318
H 2.590 5.862 7.392
H 0.655 6.413 5.963
H -0.280 4.721 4.438
```

Atomic partial charges in e from the Mulliken method, atoms 1 to 6: -0.213, -1.034, 0.055, -0.813, 0.184, 0.547